Arrangement w

Below is a gas-phase ion, C7H14NOS (charge +1), with properties calculated with ωB97M-V with the def2-TZVPD basis set.

```
! wB97M-V def2-TZVPD RIJCOSX def2/J DEFGRID3
* xyz 1 1
C -0.789 2.283 -0.035
C -1.189 1.158 0.490
C -0.927 -0.252 0.053
C -0.792 -0.128 -1.568
S -2.479 -1.194 0.369
C 0.278 -0.932 0.705
N 0.441 -2.315 0.306
C 1.624 -0.260 0.221
C 2.012 1.137 0.698
O 2.277 -1.024 -0.494
H -0.844 3.157 0.618
H -0.208 2.432 -0.971
H -1.877 1.148 1.295
H -1.759 0.212 -1.927
H 0.039 0.693 -1.824
H -0.585 -1.033 -2.072
H -3.460 -0.463 -0.357
H 0.110 -0.784 1.760
H 0.660 -3.034 1.039
H 1.407 -2.228 -0.218
H -0.178 -2.704 -0.398
H 1.091 1.643 1.093
H 2.366 1.607 -0.137
H 2.781 0.880 1.353
*
```

Values from the calculation:
- Structure (SMILES): C=C[C@](C)(S)[C@@H]([NH3+])C(C)=O
- LUMO energy: -3.5682 eV
- Orbital gap: 9.4 eV

Here are the natural (NBO) charges for atoms 1 to 6, given in e:
1 C -0.357
2 C -0.242
3 C -0.168
4 C -0.619
5 S -0.048
6 C -0.198

***

Arrangement x

Below is 2 unconnected molecules or ions with the total composition C7H14NOS, with properties calculated with ωB97M-V with the def2-TZVPD basis set.

```
! wB97M-V def2-TZVPD RIJCOSX def2/J DEFGRID3
* xyz 1 1
C -2.032 -1.729 -1.026
C 4.469 1.022 0.290
C 3.040 1.027 0.057
C 5.011 -0.295 -0.293
C -2.440 -0.388 1.526
C -3.636 0.657 -0.529
C -2.347 0.218 0.100
N -1.492 -0.580 -0.803
O 4.445 -1.325 -0.193
S 0.025 -0.220 -1.269
H -1.625 -2.648 -1.608
H -2.882 -1.966 -0.584
H 4.845 1.957 -0.233
H 4.621 0.902 1.399
H 2.175 0.447 0.489
H 2.578 1.546 -0.800
H 6.095 -0.215 -0.572
H -1.621 -1.173 1.565
H -2.141 0.320 2.326
H -3.295 -0.843 1.803
H -4.252 -0.217 -0.831
H -3.608 1.361 -1.465
H -4.197 1.074 0.447
H -1.737 1.068 0.203
*
```

Values from the calculation:
- LUMO energy (spin up / spin down): -5.0837 / -7.3432 eV
- Orbital gap (spin up / spin down): 7.7 / 3.8 eV

Here are the natural (NBO) charges for atoms 1 to 6, given in e:
1 C 0.077
2 C -0.654
3 C 0.034
4 C 0.457
5 C -0.619
6 C -0.630

***

Computed energies relative to the best structure, in eV: arrangement w 0.000; arrangement x 4.582